Entry 1:
The following is a quantum chemistry calculation of C17H23F5NO3P2Zr as an isolated structure, from OMol25.

Atoms and positions in Å:
Zr: -0.468 -0.443 0.351
P: 0.802 0.617 2.434
C: -0.671 1.719 2.515
C: -0.883 2.458 1.230
N: -0.794 1.749 0.052
C: -1.028 2.371 -1.130
C: -1.194 3.735 -1.176
C: -1.292 4.460 0.001
C: -1.192 3.811 1.224
C: -1.000 1.604 -2.461
P: -1.555 -0.105 -2.402
H: -1.311 4.329 2.189
H: -1.219 4.169 -2.171
H: -1.452 5.531 -0.053
H: -1.660 2.123 -3.206
H: 0.065 1.609 -2.811
H: -1.567 0.844 2.514
H: -0.654 2.365 3.407
H: -3.560 -3.657 0.016
O: -2.066 -0.256 1.737
H: -2.979 -0.553 1.532
H: -1.774 -0.052 -0.894
O: -3.033 -3.283 -0.699
H: -2.093 -3.523 -0.587
C: -3.267 -0.189 -2.995
H: -3.533 0.526 -3.796
H: -3.465 -1.209 -3.357
H: -3.970 -0.039 -2.165
C: -0.504 -1.112 -3.478
H: -0.741 -2.166 -3.306
H: -0.663 -0.900 -4.547
H: 0.561 -0.980 -3.277
C: 2.141 1.840 2.484
H: 2.243 2.136 3.548
H: 3.059 1.370 2.089
H: 1.894 2.721 1.863
C: 0.805 -0.235 4.022
H: 1.453 -1.115 3.915
H: 1.201 0.431 4.798
H: -0.200 -0.579 4.290
F: 4.706 -4.746 -0.087
C: 3.883 -3.690 -0.262
C: 2.531 -3.755 0.102
F: 1.999 -4.884 0.618
C: 1.748 -2.630 -0.047
F: 0.363 -2.628 0.374
C: 2.203 -1.433 -0.616
O: 1.351 -0.419 -0.761
C: 3.561 -1.384 -0.986
F: 4.041 -0.246 -1.529
C: 4.376 -2.492 -0.789
F: 5.683 -2.407 -1.119

Atoms 1-3, force components in eV/Å:
Zr 2.4 -0.1 2.9
P -0.9 1.6 0.6
C -1.4 -1.2 -0.1

Properties
**Total charge**: +3
**Energy above the lowest of the compared OMol25 structures with the same formula, charge and spin**: 0.0 kJ/mol
**LUMO level (spin up / spin down)**: -12.3 / -12.3 eV

---

Entry 2:
The following is a quantum chemistry calculation of C17H23MoN5S3 as an isolated structure, from OMol25.

Atoms and positions in Å:
Mo: 0.567 0.582 0.281
C: -2.318 0.630 1.463
N: -1.667 0.228 0.171
C: -1.842 -1.247 -0.083
C: -0.956 -2.036 0.844
N: 0.472 -1.539 0.751
C: 1.050 -1.126 2.028
C: 1.330 -2.399 -0.087
C: 1.819 -3.607 0.381
C: 2.570 -4.394 -0.476
C: 2.798 -3.971 -1.781
C: 2.297 -2.759 -2.235
C: 1.560 -1.953 -1.373
S: 0.929 -0.372 -1.869
C: -2.304 0.997 -0.925
C: -3.592 0.705 -1.341
C: -4.165 1.435 -2.373
C: -3.450 2.456 -2.984
C: -2.171 2.767 -2.545
C: -1.605 2.042 -1.504
S: 0.023 2.459 -0.936
H: -3.354 0.293 1.495
H: -2.307 1.715 1.539
H: -1.788 0.207 2.318
H: -1.574 -1.432 -1.115
H: -2.878 -1.551 0.063
H: -0.985 -3.088 0.585
H: -1.287 -1.938 1.876
H: 0.517 -1.492 2.897
H: 0.971 0.003 2.095
H: 2.102 -1.358 2.092
H: 1.614 -3.936 1.398
H: 2.969 -5.338 -0.129
H: 3.379 -4.590 -2.455
H: 2.480 -2.431 -3.252
H: -4.166 -0.089 -0.873
H: -5.170 1.198 -2.699
H: -3.887 3.012 -3.806
H: -1.604 3.565 -3.010
N: 0.915 2.009 2.258
N: 1.819 3.002 1.838
C: 2.868 2.676 1.056
N: 3.796 3.588 0.843
S: 2.987 1.127 0.352
H: -0.012 2.421 2.253
H: 1.149 1.747 3.212
H: 1.781 3.894 2.303
H: 3.768 4.512 1.248
H: 4.553 3.375 0.213

Atoms 1-3, force components in eV/Å:
Mo 0.0 -0.4 -1.2
C 0.2 -0.1 -0.2
N -0.3 0.0 0.0

Properties
**Total charge**: +2
**2S+1**: 3
**Energy above the lowest of the compared OMol25 structures with the same formula, charge and spin**: 8.0 kJ/mol
**⟨S²⟩**: 2.03
**LUMO level (spin up / spin down)**: -7.3 / -7.1 eV

---

Entry 3:
The following is a quantum chemistry calculation of C17H23N3O4 in the gas phase, from OMol25.

Atoms and positions in Å:
C: -6.772 -0.579 -0.414
C: -5.486 -1.373 -0.239
H: -5.444 -2.216 -0.933
H: -5.403 -1.733 0.791
O: -4.334 -0.590 -0.551
C: -3.909 0.243 0.424
O: -4.397 0.300 1.528
N: -2.883 1.030 0.012
C: -2.182 0.864 -1.238
H: -2.060 1.850 -1.699
H: -2.772 0.232 -1.899
C: -0.798 0.244 -0.988
C: -0.057 1.071 0.018
N: 1.076 1.528 -0.326
N: 1.827 2.313 0.471
C: 3.072 2.756 0.133
O: 3.651 3.540 0.849
C: 3.678 2.151 -1.134
O: 4.470 1.036 -0.778
C: 3.883 -0.182 -0.557
C: 4.505 -0.987 0.393
C: 4.046 -2.266 0.663
C: 2.936 -2.738 -0.028
C: 2.322 -1.947 -0.980
C: 2.788 -0.674 -1.258
H: 2.304 -0.085 -2.018
H: 1.471 -2.328 -1.527
H: 2.559 -3.730 0.175
C: 4.722 -3.106 1.704
H: 4.512 -4.161 1.548
H: 5.799 -2.952 1.683
H: 4.364 -2.831 2.696
H: 5.364 -0.589 0.913
H: 2.892 1.903 -1.850
H: 4.374 2.876 -1.562
H: 1.472 2.651 1.366
C: -0.814 1.287 1.300
H: -0.942 0.323 1.798
H: -0.300 1.959 1.989
C: -2.202 1.863 0.973
H: -2.095 2.870 0.553
H: -2.818 1.912 1.872
H: -0.928 -0.768 -0.596
H: -0.234 0.192 -1.917
H: -6.795 0.244 0.296
H: -7.626 -1.225 -0.234
H: -6.834 -0.179 -1.424

Atoms 1-3, force components in eV/Å:
C 0.4 0.0 0.0
C -0.5 -0.2 0.3
H 0.0 0.1 0.1

Properties
**Energy above the lowest of the compared OMol25 structures with the same formula, charge and spin**: 219.3 kJ/mol
**LUMO level**: 0.6 eV

---

In order of appearance, strongest force on any atom = 0.0755; 0.0240; 0.0254 Eh/bohr.